150
Properties=species:S:1:pos:R:3:forces:R:3:mulliken_charge:R:1 method="wB97M-V/def2-TZVPD" homo_lumo_gap_ev="7.89 / 3.42" energy_ev=-122716.787 charge=+1 s_squared=0.754 spin_multiplicity=2
C 2.371874 1.415906 1.157268 0.291 -0.495 0.225 -0.86
C 0.968743 1.644907 0.596890 0.412 0.201 1.108 -0.70
N -0.003983 0.559720 0.923135 -0.429 -0.309 -0.212 1.07
C 0.365994 -0.742002 0.318553 0.371 1.287 -0.642 -0.65
C 0.110634 -0.622446 -1.180447 0.947 -1.101 -0.411 -0.19
C -0.225662 0.366635 2.369306 0.147 1.287 -0.350 -0.80
C -0.710564 1.678026 3.061102 0.436 -2.087 -0.136 -0.27
H 3.091456 2.213782 0.973709 -0.272 0.259 -0.195 0.58
H 2.825165 0.506471 0.762852 0.068 -0.068 -0.057 -0.22
H 2.328063 1.293469 2.239480 0.020 0.017 0.060 0.32
H 0.644400 2.580294 1.052906 -0.509 -0.110 0.217 0.41
H 1.059792 1.956902 -0.443526 -0.422 -0.802 -0.427 0.09
H 1.417938 -0.927640 0.535489 0.444 -0.094 -0.394 -0.19
H -0.078843 -1.631518 0.764625 -0.849 0.470 0.088 0.44
H 0.519420 -1.490423 -1.697755 -0.288 -0.463 0.020 0.50
H -0.930315 -0.531690 -1.490744 0.068 0.061 0.271 -0.17
H 0.727580 0.150581 -1.638601 -0.246 0.537 0.221 -0.40
H 0.697995 -0.010515 2.808303 0.184 0.055 0.509 0.45
H -0.960905 -0.425547 2.510600 -0.182 0.068 -0.238 0.34
H 0.098113 2.408851 3.067469 -0.449 0.233 0.123 0.13
H -0.951516 1.348565 4.071790 0.039 0.497 0.241 0.30
H -1.641459 1.974505 2.577730 0.279 0.410 -0.026 -0.49
C -0.597412 4.555307 -1.838488 -0.776 -0.442 -0.453 -1.22
C -2.048305 4.577299 -2.392169 1.182 0.638 -0.536 -0.34
N -2.497044 3.395797 -3.156336 -0.599 -0.987 2.984 0.63
C -2.019184 2.070675 -2.668150 -0.022 -0.039 -0.782 -0.32
C -2.667924 1.769220 -1.311428 -0.477 0.197 0.499 -0.74
C -3.895715 3.404644 -3.535805 -0.912 0.429 -2.163 -0.29
C -4.192762 4.540450 -4.527507 -0.239 0.528 0.589 -1.44
H 0.006022 4.052688 -2.594364 0.369 0.158 0.177 0.33
H -0.485716 4.052549 -0.877830 -0.152 -0.176 -0.132 0.11
H -0.242938 5.577612 -1.706837 -0.102 -0.061 -0.157 0.45
H -2.782742 4.826329 -1.626212 -0.294 -0.392 0.130 0.42
H -2.108979 5.423223 -3.076888 -0.101 0.005 -0.217 0.54
H -2.322145 1.315526 -3.393461 -0.119 0.061 -0.077 0.51
H -0.931216 2.027329 -2.617748 -0.080 0.337 0.206 -0.16
H -2.415677 0.759338 -0.987997 0.320 0.167 -0.052 -0.11
H -2.372332 2.481306 -0.540936 0.327 -0.117 -0.003 0.21
H -3.757492 1.797116 -1.324159 -0.016 0.017 -0.458 0.52
H -4.594680 3.577336 -2.717441 0.521 -0.112 0.641 0.23
H -4.225483 2.486499 -4.021975 0.668 -0.384 0.334 0.50
H -4.186896 5.453476 -3.932154 0.366 0.368 -0.510 0.40
H -5.219643 4.493477 -4.890009 0.077 -0.416 -0.034 0.43
H -3.514774 4.560443 -5.380750 0.004 0.119 0.169 0.34
C 3.498886 -6.017395 -3.572338 -0.411 1.373 0.194 -1.47
C 2.774139 -5.188720 -2.462251 0.462 -0.616 -1.024 -0.33
N 3.635286 -4.366382 -1.618942 -0.139 0.855 0.057 -0.01
C 4.259339 -3.200302 -2.298122 0.391 -0.750 -0.589 -1.31
C 3.335641 -2.280854 -3.078979 -0.490 -0.267 -0.053 -0.37
C 2.805723 -3.892427 -0.501966 1.206 -0.702 -0.387 0.26
C 3.673002 -3.119088 0.437235 0.138 0.351 1.462 -1.31
H 3.785927 -5.393027 -4.418431 0.364 0.239 0.099 0.29
H 2.822023 -6.730425 -4.043029 0.030 -0.310 0.473 0.45
H 4.388745 -6.469513 -3.134351 -0.143 -0.229 -0.174 0.34
H 1.983048 -4.541858 -2.841525 -0.369 -0.133 -0.597 0.22
H 2.251994 -5.943390 -1.874077 0.172 0.211 0.557 0.49
H 4.872286 -2.592219 -1.632812 -0.215 -0.369 0.425 0.39
H 4.996923 -3.602514 -2.992606 -0.040 -0.125 -0.219 0.42
H 2.768803 -2.891849 -3.781457 0.085 0.261 -0.417 0.34
H 2.579558 -1.780907 -2.473575 0.117 0.128 0.300 -0.04
H 3.918631 -1.520703 -3.598959 -0.050 -0.036 -0.149 0.51
H 2.461745 -4.832997 -0.071709 -0.408 0.343 0.461 0.51
H 1.970586 -3.270994 -0.825164 -0.480 -0.053 -0.149 -0.09
H 4.622693 -3.619957 0.625106 0.016 -0.105 -0.191 0.44
H 3.196699 -3.038756 1.414366 -0.160 0.078 0.116 0.47
H 3.898743 -2.096602 0.134461 -0.114 0.001 -0.193 -0.06
C 1.839001 1.429965 -5.637163 -0.281 0.097 0.784 -1.60
C 0.880015 0.510016 -4.822514 0.775 0.950 -0.569 1.44
O 0.569260 -0.583237 -5.685846 0.407 -0.438 -0.486 -0.31
C -0.453533 -1.352045 -5.403685 -0.669 0.238 0.862 0.50
O -1.199147 -1.205503 -4.462561 0.269 -0.321 -0.644 -0.51
C -0.616058 -2.487036 -6.458361 0.015 0.096 0.620 0.76
F 0.369624 -2.525227 -7.310625 0.822 0.182 -0.751 -0.25
F -0.588258 -3.673880 -5.806752 -0.827 0.513 -0.336 -0.19
F -1.746264 -2.281755 -7.158266 0.120 -0.575 0.690 -0.26
H 2.853664 1.031850 -5.643904 -0.142 -0.273 -0.127 0.34
H 1.933182 2.405658 -5.160459 -0.143 0.031 0.267 0.39
H 1.538517 1.649151 -6.661752 -0.280 -0.409 0.074 0.41
H -0.049902 0.964824 -4.481184 0.011 0.227 -0.325 -0.41
H 1.385842 0.159699 -3.922781 0.045 -0.286 -0.063 -0.30
C 0.054377 -4.980391 3.541981 -0.632 -0.431 -0.054 -1.04
C -0.274519 -3.939022 4.606280 1.119 -0.659 0.249 -0.26
O -1.425877 -3.205988 4.210824 -1.376 1.350 0.041 -0.10
C -1.962385 -2.289335 5.045852 3.550 -0.547 3.814 0.21
O -1.495248 -2.023826 6.191140 -1.923 -0.821 -4.441 -0.59
C -3.241721 -1.606586 4.549042 1.493 -1.304 -1.059 0.95
F -4.189119 -2.068845 5.330276 -1.125 0.342 -0.068 -0.25
F -3.081478 -0.302908 4.667289 -0.521 0.298 -0.236 -0.21
F -3.500621 -1.924630 3.234349 -0.086 0.588 1.353 -0.21
H 1.098638 -5.292244 3.561067 -0.010 0.173 0.215 0.36
H -0.186212 -4.693133 2.518410 0.051 0.416 0.087 0.12
H -0.553281 -5.862779 3.742596 0.055 -0.135 -0.118 0.37
H 0.594544 -3.303233 4.775450 -0.293 0.485 -0.043 0.31
H -0.457043 -4.460936 5.545644 -0.192 0.231 0.101 0.34
C 4.093836 1.801256 -2.110131 1.064 0.530 0.091 -0.50
C 5.470145 1.168798 -1.930461 -0.495 -0.699 0.045 -0.52
O 5.628505 0.722013 -0.554097 1.283 1.462 2.023 -0.18
C 6.059032 1.611602 0.453190 -0.642 2.613 -3.045 0.29
O 6.293412 2.817285 0.287567 -0.640 -3.779 0.344 -0.56
C 6.132520 0.991013 1.866345 0.774 0.439 -1.184 0.95
F 5.244608 1.613399 2.640485 -0.252 -0.704 0.106 -0.22
F 6.001687 -0.322624 1.818256 -0.826 -0.261 0.477 -0.23
F 7.340400 1.240972 2.344709 0.474 0.211 0.396 -0.26
H 3.978167 1.978633 -3.179366 -0.413 -0.087 -0.023 0.35
H 4.139382 2.774248 -1.620928 -0.269 0.094 0.019 0.41
H 3.289755 1.218960 -1.660132 0.080 -0.180 -0.250 -0.15
H 6.277421 1.769463 -2.349514 0.060 0.486 0.796 0.39
H 5.567532 0.245341 -2.501289 -0.286 -0.221 0.185 0.25
C 0.814763 5.533800 4.492857 -0.006 -0.360 -0.218 -0.97
C 1.041749 4.977556 5.907709 0.326 2.384 -0.613 -0.31
O 0.966420 3.588758 5.870944 0.178 -2.291 -0.223 -0.10
C 0.585518 2.941530 6.957067 -1.842 0.955 2.538 0.35
O -0.100634 3.433096 7.846842 1.574 -1.000 -1.475 -0.56
C 1.013024 1.428977 7.097026 -1.270 0.832 -1.407 0.86
F -0.052200 0.741440 7.498860 0.162 0.000 0.369 -0.21
F 1.379649 0.932158 5.921484 0.158 -0.234 -1.028 -0.22
F 2.021267 1.248740 7.900269 0.651 0.162 1.205 -0.27
H -0.239815 5.532639 4.217236 -0.120 -0.030 0.254 0.21
H 1.307375 4.930130 3.730614 0.238 -0.191 0.147 0.19
H 1.186660 6.547293 4.342485 0.025 0.027 0.436 0.40
H 0.352124 5.476900 6.588278 -0.209 -0.572 0.122 0.35
H 2.045117 5.188447 6.277649 0.113 0.290 -0.155 0.32
C -3.788178 -5.760113 -3.702473 0.193 1.596 -0.008 -1.28
C -2.651546 -4.678650 -3.657921 -1.248 -0.842 -0.212 -0.13
O -2.485433 -4.155205 -2.305548 0.241 -0.414 1.205 -0.13
C -3.454371 -3.471831 -1.689901 -1.450 1.853 -3.589 -0.06
O -4.406432 -2.959982 -2.293283 1.810 -1.381 1.980 -0.58
C -3.174349 -3.109636 -0.212860 -1.014 0.328 1.035 1.21
F -1.981054 -3.431098 0.192291 1.193 -1.025 0.184 -0.18
F -3.236712 -1.770038 0.013077 -0.669 -0.416 -0.668 -0.19
F -4.094482 -3.708978 0.600015 0.715 0.510 -0.899 -0.28
H -3.769723 -6.235696 -4.683066 0.131 -0.265 0.205 0.42
H -4.764537 -5.285884 -3.602804 0.021 0.101 -0.041 0.33
H -3.711855 -6.456662 -2.867555 0.371 -0.174 -0.275 0.31
H -2.764209 -3.849498 -4.356429 -0.572 0.065 0.225 0.22
H -1.737639 -5.167246 -3.995767 0.324 0.173 0.913 0.33
C -5.143234 1.852174 1.463624 0.944 -0.741 0.328 -0.99
C -4.339025 2.806886 2.326386 -0.364 0.855 -0.705 -0.04
O -4.317674 2.345891 3.664416 0.837 0.671 2.151 -0.14
C -3.602144 3.092708 4.611774 -1.051 -1.913 -0.887 0.30
O -2.953601 4.050984 4.420845 0.710 1.424 -0.976 -0.50
C -3.669298 2.541610 6.059914 0.194 -0.268 -0.782 0.89
F -4.427117 1.482642 6.119477 -0.720 -1.067 0.333 -0.25
F -2.430269 2.198084 6.482747 -0.761 0.590 -0.180 -0.16
F -4.207398 3.479343 6.830128 0.436 0.203 0.312 -0.28
H -4.594641 0.910297 1.468828 -0.185 -0.323 0.006 0.12
H -5.116164 2.174049 0.422590 -0.345 0.274 0.090 0.25
H -6.153448 1.651071 1.820159 0.059 0.308 -0.082 0.42
H -4.786035 3.798639 2.257758 -0.014 0.197 0.372 0.41
H -3.324149 2.912102 1.942911 0.124 -0.104 0.039 0.11